An isolated molecule of C42H39BF3N3O3S in a non-equilibrium geometry. Source: OMol25; level of theory: the ωB97M-V functional and the def2-TZVPD basis.

Computed properties:
ΔE to the lowest compared entry with this formula, charge and spin: 1.449 eV
HOMO level: -7.0757 eV
Gap between HOMO and LUMO: 0.167 Eh

Geometry (Å):
1 C 1.75 5.61 -0.95
2 N 1.59 4.17 -0.99
3 C 2.62 3.36 -1.33
4 O 3.78 3.73 -1.56
5 C 2.07 1.93 -1.36
6 C 2.95 0.87 -0.65
7 C 4.36 0.85 -1.16
8 C 4.82 0.38 -2.38
9 N 6.17 0.65 -2.47
10 C 6.61 1.26 -1.29
11 C 7.86 1.75 -0.93
12 C 7.98 2.35 0.33
13 C 6.87 2.48 1.18
14 C 5.61 2.00 0.80
15 C 5.47 1.38 -0.44
16 N 0.76 2.07 -0.73
17 C -0.05 0.98 -0.59
18 C -1.35 0.93 -0.16
19 C -2.24 -0.28 -0.20
20 C -3.70 0.23 -0.40
21 C -4.58 -0.52 -1.19
22 C -5.95 -0.25 -1.23
23 C -6.48 0.84 -0.52
24 C -5.60 1.66 0.19
25 C -4.22 1.38 0.22
26 C 0.35 3.49 -0.62
27 C -0.05 3.90 0.81
28 C -0.76 3.87 -1.62
29 H 2.74 5.87 -1.32
30 H 1.00 6.11 -1.57
31 H 1.65 5.99 0.08
32 H 1.97 1.65 -2.43
33 H 2.96 1.07 0.43
34 H 2.47 -0.11 -0.82
35 H 4.26 -0.10 -3.18
36 H 6.77 0.44 -3.27
37 H 8.69 1.65 -1.62
38 H 8.95 2.74 0.66
39 H 6.98 2.96 2.15
40 H 4.72 2.11 1.43
41 H 0.41 0.05 -0.95
42 H -1.72 1.85 0.29
43 H -2.02 -0.82 -1.20
44 H -4.18 -1.34 -1.78
45 H -6.60 -0.91 -1.82
46 H -7.54 1.04 -0.54
47 H -5.99 2.54 0.74
48 H -3.59 2.07 0.79
49 H 0.85 3.89 1.44
50 H -0.46 4.92 0.79
51 H -0.79 3.23 1.23
52 H -0.40 3.72 -2.64
53 H -1.66 3.26 -1.45
54 H -1.02 4.93 -1.49
55 C -0.98 -6.20 4.34
56 C -1.35 -5.35 3.19
57 C -2.03 -5.74 2.03
58 C -2.23 -4.67 1.08
59 C -1.70 -3.44 1.44
60 B -1.81 -1.70 0.60
61 C -0.74 -2.40 -0.41
62 C 0.62 -2.41 -0.16
63 C 1.53 -2.72 -1.18
64 C 1.05 -3.03 -2.43
65 C 2.00 -3.29 -3.58
66 F 1.94 -4.59 -4.02
67 F 1.71 -2.49 -4.65
68 F 3.30 -3.05 -3.24
69 C -0.31 -3.15 -2.68
70 C -1.20 -2.89 -1.64
71 O -3.27 -2.13 0.72
72 C -3.69 -1.51 1.85
73 C -2.62 -0.85 2.52
74 C -2.86 0.11 3.47
75 C -4.19 0.37 3.78
76 C -5.24 -0.32 3.18
77 C -5.01 -1.29 2.20
78 O -1.41 -1.05 1.90
79 S -0.98 -3.65 3.03
80 H -1.47 -7.18 4.25
81 H 0.10 -6.37 4.38
82 H -1.29 -5.74 5.28
83 H -2.38 -6.78 1.90
84 H -2.75 -4.85 0.14
85 H 0.99 -2.20 0.86
86 H 2.61 -2.73 -0.98
87 H -0.67 -3.44 -3.67
88 H -2.28 -3.04 -1.81
89 H -2.01 0.63 3.92
90 H -4.41 1.14 4.53
91 H -6.27 -0.09 3.44
92 H -5.80 -1.82 1.67

Calculated atomic charges, method Löwdin, unit e:
1. C -0.01
2. N -0.04
3. C -0.36
4. O 0.07
5. C -0.16
6. C -0.07
7. C -0.19
8. C -0.03
9. N 0.07
10. C -0.20
11. C -0.03
12. C -0.10
13. C -0.10
14. C -0.03
15. C -0.15
16. N 0.00
17. C -0.03
18. C -0.02
19. C -0.06
20. C -0.16
21. C -0.04
22. C -0.08
23. C -0.10
24. C -0.08
25. C -0.03
26. C -0.46
27. C 0.00
28. C 0.00
29. H 0.09
30. H 0.09
31. H 0.09
32. H 0.17
33. H 0.13
34. H 0.09
35. H 0.12
36. H 0.16
37. H 0.11
38. H 0.10
39. H 0.09
40. H 0.11
41. H 0.12
42. H 0.07
43. H 0.14
44. H 0.11
45. H 0.11
46. H 0.10
47. H 0.11
48. H 0.11
49. H 0.10
50. H 0.09
51. H 0.07
52. H 0.10
53. H 0.08
54. H 0.08
55. C -0.11
56. C -0.57
57. C -0.12
58. C -0.12
59. C -0.26
60. B -0.81
61. C -0.11
62. C -0.01
63. C 0.00
64. C -0.13
65. C -0.52
66. F 0.12
67. F 0.11
68. F 0.11
69. C 0.01
70. C -0.01
71. O 0.04
72. C -0.21
73. C -0.22
74. C 0.00
75. C -0.10
76. C -0.09
77. C 0.01
78. O 0.02
79. S 1.10
80. H 0.09
81. H 0.08
82. H 0.08
83. H 0.11
84. H 0.12
85. H 0.14
86. H 0.13
87. H 0.13
88. H 0.14
89. H 0.12
90. H 0.10
91. H 0.11
92. H 0.13

=====

A structure of composition C42H39BaGeN6O8 in a non-equilibrium geometry. Source: OMol25; level of theory: the ωB97M-V functional and the def2-TZVPD basis.

Computed properties:
ΔE to the lowest compared entry with this formula, charge and spin: 1.562 eV
HOMO level: -4.1283 eV
Total charge: -1
Gap between HOMO and LUMO: 0.225 Eh

Geometry (Å):
1 Ba 0.93 -0.17 0.07
2 C -1.49 1.86 -2.81
3 C -1.02 3.18 -2.16
4 C -0.17 3.07 -0.89
5 N 0.94 2.18 -1.16
6 C 2.07 2.54 -1.69
7 C 2.55 3.87 -1.71
8 C 3.52 4.48 -2.47
9 C 4.26 4.03 -3.55
10 C 4.23 2.71 -4.00
11 C 3.69 1.59 -3.45
12 C 2.97 1.38 -2.23
13 N 2.90 0.22 -1.64
14 C 3.76 -0.90 -1.96
15 C 3.03 -2.04 -2.72
16 C 2.14 -2.98 -1.87
17 N 0.83 -2.47 -1.55
18 C -0.20 -2.55 -2.43
19 C -0.04 -3.19 -3.65
20 C -0.99 -3.62 -4.61
21 C -2.35 -3.60 -4.59
22 C -3.14 -3.02 -3.57
23 C -2.79 -2.23 -2.52
24 C -1.49 -1.79 -2.05
25 N -1.35 -0.77 -1.28
26 C -2.37 0.23 -0.96
27 C -2.67 1.10 -2.18
28 H -0.63 1.20 -2.91
29 H -1.80 2.12 -3.83
30 H -1.90 3.79 -1.94
31 H -0.43 3.73 -2.89
32 H -0.78 2.68 -0.07
33 H 0.16 4.07 -0.58
34 H 2.06 4.52 -0.99
35 H 3.68 5.53 -2.21
36 H 4.87 4.74 -4.08
37 H 4.76 2.53 -4.94
38 H 3.85 0.67 -4.01
39 H 4.15 -1.32 -1.03
40 H 4.62 -0.57 -2.55
41 H 3.80 -2.66 -3.19
42 H 2.44 -1.59 -3.53
43 H 2.67 -3.15 -0.92
44 H 2.05 -3.96 -2.36
45 H 0.97 -3.45 -3.91
46 H -0.53 -4.10 -5.47
47 H -2.88 -4.08 -5.40
48 H -4.21 -3.17 -3.68
49 H -3.60 -1.83 -1.94
50 H -2.01 0.89 -0.15
51 H -3.29 -0.26 -0.59
52 H -3.44 1.82 -1.90
53 H -3.11 0.45 -2.94
54 O -2.06 2.03 2.77
55 C -0.97 1.49 2.73
56 O -0.87 0.16 2.57
57 C 0.30 2.25 2.91
58 C 0.12 3.52 3.46
59 C 1.23 4.32 3.71
60 C 2.52 3.92 3.39
61 C 2.70 2.68 2.83
62 C 1.63 1.77 2.59
63 O 1.78 0.62 2.13
64 N 4.09 2.34 2.45
65 O 4.32 1.25 1.97
66 O 4.94 3.19 2.68
67 N 1.03 5.63 4.33
68 O 2.02 6.31 4.54
69 O -0.11 5.99 4.54
70 H -0.87 3.87 3.69
71 H 3.37 4.57 3.57
72 Ge -2.18 -0.88 3.33
73 C -3.42 -1.62 2.01
74 C -4.75 -1.21 2.11
75 C -5.73 -1.79 1.32
76 C -5.39 -2.80 0.43
77 C -4.07 -3.21 0.33
78 C -3.09 -2.61 1.10
79 C -1.06 -2.21 4.20
80 C -1.17 -3.57 3.95
81 C -0.33 -4.48 4.56
82 C 0.64 -4.03 5.44
83 C 0.77 -2.68 5.70
84 C -0.07 -1.78 5.09
85 H -2.96 0.01 4.29
86 H -5.03 -0.43 2.80
87 H -6.75 -1.46 1.40
88 H -6.15 -3.27 -0.18
89 H -3.79 -3.98 -0.38
90 H -2.06 -2.92 0.96
91 H -1.92 -3.94 3.26
92 H -0.43 -5.53 4.34
93 H 1.31 -4.74 5.91
94 H 1.54 -2.33 6.38
95 H 0.06 -0.72 5.28
96 O 1.26 -2.53 0.89
97 C 0.40 -2.97 0.21

Calculated atomic charges, method Löwdin, unit e:
1. Ba 2.06
2. C -0.19
3. C -0.17
4. C -0.24
5. N -0.15
6. C -0.25
7. C -0.06
8. C -0.13
9. C -0.15
10. C -0.13
11. C -0.06
12. C -0.24
13. N -0.13
14. C -0.24
15. C -0.16
16. C -0.24
17. N -0.19
18. C -0.19
19. C -0.04
20. C -0.11
21. C -0.13
22. C -0.10
23. C -0.04
24. C -0.23
25. N -0.08
26. C -0.22
27. C -0.17
28. H 0.10
29. H 0.10
30. H 0.11
31. H 0.11
32. H 0.09
33. H 0.10
34. H 0.09
35. H 0.10
36. H 0.08
37. H 0.10
38. H 0.09
39. H 0.11
40. H 0.10
41. H 0.11
42. H 0.11
43. H 0.10
44. H 0.11
45. H 0.08
46. H 0.10
47. H 0.08
48. H 0.10
49. H 0.09
50. H 0.09
51. H 0.10
52. H 0.11
53. H 0.10
54. O 0.05
55. C -0.55
56. O -0.22
57. C -0.04
58. C 0.07
59. C -0.14
60. C 0.08
61. C -0.04
62. C -0.35
63. O -0.31
64. N -0.34
65. O 0.09
66. O 0.04
67. N -0.37
68. O 0.05
69. O 0.05
70. H 0.13
71. H 0.13
72. Ge 1.03
73. C -0.29
74. C -0.12
75. C -0.09
76. C -0.09
77. C -0.10
78. C -0.12
79. C -0.28
80. C -0.10
81. C -0.09
82. C -0.09
83. C -0.08
84. C -0.10
85. H 0.03
86. H 0.09
87. H 0.10
88. H 0.10
89. H 0.11
90. H 0.07
91. H 0.09
92. H 0.10
93. H 0.10
94. H 0.10
95. H 0.11
96. O -0.23
97. C -0.15

=====

A structure of composition C42H39ClNP2Tb in a non-equilibrium geometry. Source: OMol25; level of theory: the ωB97M-V functional and the def2-TZVPD basis.

Computed properties:
HOMO level (spin up / spin down): -12.8870 / -12.8867 eV
Total charge: +2
Gap between HOMO and LUMO (spin up / spin down): 0.220 / 0.236 Eh
2S+1: 7

Geometry (Å):
1 Tb 0.63 0.01 -1.41
2 Cl -0.14 -0.11 -3.76
3 P -0.07 2.55 -0.59
4 P -0.07 -2.54 -0.49
5 C 0.06 3.47 1.00
6 C -1.58 3.24 -1.38
7 C 1.36 3.12 -1.63
8 C 1.53 -3.40 -0.88
9 C -0.60 -3.36 1.07
10 C -1.25 -3.06 -1.77
11 C 1.18 4.24 1.35
12 C 1.24 4.86 2.61
13 C 0.20 4.70 3.53
14 C -0.90 3.90 3.19
15 C -0.98 3.30 1.93
16 H 1.99 4.38 0.63
17 H 2.10 5.48 2.86
18 H 0.24 5.20 4.50
19 H -1.70 3.75 3.91
20 H -1.86 2.71 1.66
21 C 2.62 2.55 -1.36
22 C 3.74 2.98 -2.09
23 C 3.61 3.95 -3.09
24 C 2.34 4.46 -3.39
25 C 1.22 4.05 -2.67
26 H 2.75 1.81 -0.54
27 H 4.72 2.57 -1.86
28 H 4.49 4.31 -3.63
29 H 2.23 5.21 -4.18
30 H 0.22 4.44 -2.91
31 C -2.08 4.52 -1.10
32 C -3.26 4.95 -1.72
33 C -3.95 4.11 -2.61
34 C -3.45 2.84 -2.87
35 C -2.27 2.40 -2.27
36 H -1.56 5.17 -0.39
37 H -3.64 5.95 -1.51
38 H -4.86 4.46 -3.10
39 H -3.98 2.17 -3.56
40 H -1.87 1.41 -2.53
41 C -1.84 -4.03 1.19
42 C -2.23 -4.57 2.42
43 C -1.42 -4.43 3.55
44 C -0.20 -3.75 3.44
45 C 0.23 -3.25 2.21
46 H -2.48 -4.13 0.31
47 H -3.17 -5.11 2.49
48 H -1.71 -4.88 4.50
49 H 0.43 -3.62 4.32
50 H 1.22 -2.79 2.12
51 C 2.49 -2.66 -1.60
52 C 3.73 -3.24 -1.88
53 C 4.03 -4.54 -1.48
54 C 3.08 -5.27 -0.76
55 C 1.84 -4.70 -0.45
56 H 2.28 -1.63 -2.00
57 H 4.46 -2.65 -2.44
58 H 4.99 -4.99 -1.74
59 H 3.30 -6.29 -0.44
60 H 1.11 -5.27 0.14
61 C -1.03 -4.16 -2.61
62 C -1.99 -4.51 -3.57
63 C -3.15 -3.75 -3.72
64 C -3.34 -2.62 -2.92
65 C -2.41 -2.28 -1.94
66 H -0.11 -4.74 -2.51
67 H -1.83 -5.39 -4.20
68 H -3.91 -4.04 -4.46
69 H -4.24 -2.01 -3.05
70 H -2.57 -1.40 -1.31
71 H 3.37 -0.05 -4.16
72 H 2.75 -0.07 -4.58
73 N 0.01 0.10 1.72
74 C 0.00 0.08 3.13
75 C 1.21 -0.07 3.80
76 C 1.20 -0.13 5.20
77 C -0.01 0.01 5.90
78 C -1.21 0.19 5.20
79 C -1.21 0.21 3.80
80 H 0.84 -0.34 1.32
81 H -0.89 -0.15 1.30
82 H 2.11 -0.17 3.18
83 H 2.14 -0.28 5.72
84 H -0.01 -0.01 7.00
85 H -2.16 0.31 5.72
86 H -2.11 0.34 3.19

Calculated atomic charges, method Löwdin, unit e:
1. Tb 1.11
2. Cl -0.02
3. P 0.96
4. P 0.96
5. C -0.37
6. C -0.38
7. C -0.42
8. C -0.37
9. C -0.37
10. C -0.42
11. C -0.07
12. C -0.06
13. C -0.05
14. C -0.06
15. C -0.11
16. H 0.10
17. H 0.12
18. H 0.12
19. H 0.12
20. H 0.11
21. C -0.18
22. C -0.07
23. C -0.04
24. C -0.03
25. C -0.04
26. H 0.09
27. H 0.12
28. H 0.13
29. H 0.13
30. H 0.12
31. C -0.07
32. C -0.05
33. C -0.04
34. C -0.06
35. C -0.13
36. H 0.12
37. H 0.12
38. H 0.12
39. H 0.12
40. H 0.01
41. C -0.06
42. C -0.05
43. C -0.05
44. C -0.05
45. C -0.12
46. H 0.11
47. H 0.12
48. H 0.12
49. H 0.12
50. H 0.11
51. C -0.14
52. C -0.06
53. C -0.04
54. C -0.03
55. C -0.06
56. H 0.01
57. H 0.12
58. H 0.13
59. H 0.12
60. H 0.12
61. C -0.06
62. C -0.04
63. C -0.04
64. C -0.06
65. C -0.14
66. H 0.11
67. H 0.12
68. H 0.12
69. H 0.12
70. H 0.10
71. H 0.04
72. H 0.02
73. N 0.03
74. C -0.35
75. C -0.05
76. C -0.07
77. C -0.07
78. C -0.07
79. C -0.05
80. H 0.03
81. H 0.07
82. H 0.11
83. H 0.11
84. H 0.11
85. H 0.11
86. H 0.11

=====

Question: Number 3 is which compound?
Answer: C42H39ClNP2Tb

=====

Question: What is the formula in the third record?
Answer: C42H39ClNP2Tb